Entry 1:
# C9H14O

2 unconnected molecules or ions with the total composition C9H14O at a distorted geometry (ωB97M-V with the def2-TZVPD basis set, the OMol25 dataset).

Values from the calculation:
⟨S²⟩   0.767
E_HOMO (alpha / beta)   -13.945 / -14.185 eV
Energy above the lowest of the compared OMol25 structures with the same formula, charge and spin   0.474 eV
Net charge   +1
Molar mass   138.21 g mol⁻¹
Orbital gap (alpha / beta)   10.1 / 6.8 eV
2S+1   2
Electronic energy   -426.25884 hartree

Last column: natural (NBO) charge in e.
CARTESIAN COORDINATES (ANGSTROEM)
O1 2.19007 -2.63003 -0.29377  -0.54
C1 -0.35136 0.04176 -1.97351  0.19
C2 0.02259 -2.12097 -0.96534  -0.20
C3 1.88984 -0.43300 -1.12318  -0.23
C4 -0.71185 1.69968 2.72670  -0.62
C5 1.36908 -1.72153 -0.77314  0.46
C6 -0.48389 0.28899 3.17747  -0.63
C7 1.01265 0.36164 -1.79795  -0.17
C8 -1.28801 1.10986 -2.40430  -0.67
C9 -0.82134 -1.23432 -1.55074  -0.16
H1 -0.67894 -0.58238 2.54308  0.20
H2 -1.76084 1.98459 2.76610  0.21
H3 -1.17050 1.21275 -3.48778  0.27
H4 -1.01786 -0.04452 4.07788  0.23
H5 -1.84548 -1.44492 -1.81330  0.25
H6 0.54508 0.15577 3.53505  0.21
H7 2.82033 -0.01895 -0.76296  0.26
H8 -0.20251 2.45398 3.31565  0.22
H9 -0.31473 -3.05752 -0.54862  0.27
H10 -0.97111 2.07392 -2.00938  0.26
H11 1.37554 1.31897 -2.16412  0.25
H12 3.07060 -2.27914 -0.05419  0.52
H13 -2.30119 0.89845 -2.13683  0.25
H14 -0.37618 1.96694 1.71718  0.19

Cartesian forces (eV/Å) of the 2 atoms listed first:
-0.1597 -0.0232 0.4724
-0.1734 -0.0623 0.5766

---

Entry 2:
# C9H14O2

2 unconnected molecules or ions with the total composition C9H14O2 at a distorted geometry (ωB97M-V with the def2-TZVPD basis set, the OMol25 dataset).

Values from the calculation:
⟨S²⟩   0.767
E_HOMO (alpha / beta)   -13.603 / -13.602 eV
Energy above the lowest of the compared OMol25 structures with the same formula, charge and spin   0.000 eV
Net charge   +1
Molar mass   154.21 g mol⁻¹
Orbital gap (alpha / beta)   10.1 / 6.4 eV
2S+1   2
Electronic energy   -501.51173 hartree

Last column: natural (NBO) charge in e.
CARTESIAN COORDINATES (ANGSTROEM)
O1 1.24993 2.33994 0.33247  -0.76
O2 0.09272 -1.28817 2.85468  -0.53
C1 -1.35530 -0.19755 -0.27426  -0.17
C2 -2.79136 -1.48793 -1.89617  -0.68
C3 -1.23902 -2.49061 1.37250  -0.20
C4 -1.97659 -2.54258 0.23681  -0.18
C5 2.64094 1.91631 0.10598  -0.06
C6 -2.05988 -1.39047 -0.60834  0.20
C7 -0.53220 -1.29869 1.70193  0.45
C8 3.18858 2.65661 -1.10458  -0.64
C9 -0.57167 -0.17507 0.83723  -0.24
H1 -2.56789 -3.40113 -0.06120  0.25
H2 3.89090 2.03094 -1.64385  0.22
H3 0.05326 0.70365 1.02118  0.28
H4 2.59144 0.83945 -0.03504  0.16
H5 1.18628 2.75511 1.19495  0.47
H6 -3.84494 -1.74389 -1.70575  0.27
H7 -1.14666 -3.36821 2.00675  0.26
H8 -2.41605 -2.27973 -2.52893  0.27
H9 -2.80460 -0.53598 -2.41931  0.24
H10 3.76481 3.51118 -0.76947  0.22
H11 0.53082 -0.42294 2.99850  0.51
H12 2.38777 3.05093 -1.71828  0.23
H13 -1.46204 0.66954 -0.90990  0.25
H14 3.19075 2.14927 1.01209  0.18

Cartesian forces (eV/Å) of the 2 atoms listed first:
0.2987 -0.3813 0.0882
0.3019 0.5561 -0.2350